Record 1
DFT (the ωB97M-V functional and the def2-TZVPD basis) results for a structure of composition C27H75BeN6O11 at a distorted geometry.

Structure (XYZ):
```
120
Properties=species:S:1:pos:R:3
O -5.821 2.566 -1.949
O 6.334 -1.446 3.830
O 3.396 1.617 -4.076
O -2.441 -2.169 -0.712
O -1.094 -2.692 2.299
O 0.105 0.753 -0.308
O 0.358 -1.417 0.007
O -0.788 4.389 0.610
O -1.546 -2.885 -5.267
O -0.663 1.895 5.794
O 0.783 -0.094 1.603
N 1.170 0.221 -3.034
N 3.586 -1.289 3.110
N 1.163 -2.687 -2.539
N 0.391 2.672 2.398
N -3.199 4.957 -1.269
N 0.801 -5.007 1.520
C -2.982 -0.878 -0.460
C -7.214 2.539 -2.209
C -0.451 2.711 3.547
C 4.460 -0.175 2.817
C -0.518 -4.697 0.987
C 0.383 -3.340 -3.606
C 0.866 2.649 -2.998
C -3.463 2.772 -0.166
C 4.575 2.178 -4.649
C 7.181 -1.805 2.696
C -0.685 -2.356 -4.223
C 0.966 1.414 -3.893
C 2.251 1.520 -4.845
C -0.192 -4.589 -2.967
C 3.534 1.085 2.955
C -3.811 3.673 -1.348
C -5.343 3.814 -1.550
C 0.113 1.735 4.656
C 5.726 -0.144 3.737
C 0.176 4.537 -0.350
C -1.929 -2.105 3.295
C -1.131 -5.991 0.389
C 0.383 -0.276 0.466
C -1.861 2.340 3.123
C -0.861 -3.678 -6.228
C -0.441 0.896 6.783
C -1.464 -4.024 1.979
Be 1.419 -2.511 2.307
H -0.704 -5.228 -3.686
H -1.959 -2.681 4.220
H 0.649 1.695 2.409
H -7.377 1.651 -2.818
H 6.450 0.553 3.316
H 8.048 -1.148 2.628
H 0.047 -3.185 -6.575
H -2.055 -5.930 -0.186
H -2.681 -0.539 0.531
H 5.296 2.396 -3.861
H 1.317 -5.410 0.751
H -0.396 3.691 1.139
H -2.605 2.425 3.914
H 1.121 2.053 4.925
H 0.664 0.336 -2.167
H -0.351 -3.878 0.287
H -5.800 4.094 -0.601
H 0.189 0.731 4.239
H 5.376 0.197 4.711
H 0.082 1.430 0.372
H 0.852 3.707 -0.554
H -0.963 -4.387 -2.224
H -5.592 4.536 -2.328
H 4.214 1.936 2.988
H -0.690 -4.716 -5.943
H 1.315 -1.724 -2.804
H 4.750 -0.311 1.775
H -0.235 5.127 -1.169
H -1.420 -6.676 1.186
H -0.059 -1.598 -4.694
H -3.851 5.536 -0.760
H 0.084 1.276 -4.518
H 2.160 2.415 -5.459
H 0.993 -3.603 -4.470
H 2.938 0.943 3.857
H 2.166 0.302 -2.888
H 1.686 2.680 -2.281
H -0.844 1.035 7.786
H 0.627 -2.485 -1.706
H -1.938 1.345 2.683
H 3.323 -1.104 4.067
H -2.638 -0.169 -1.213
H 0.622 0.760 6.980
H -7.730 2.483 -1.250
H -1.300 -1.869 -3.466
H -1.513 -2.145 -0.469
H -3.415 3.248 -2.270
H -2.195 3.063 2.379
H 0.744 5.366 0.072
H 6.624 -1.811 1.759
H -7.504 3.359 -2.867
H -0.490 3.683 4.039
H -3.752 3.284 0.751
H -2.969 -1.885 3.053
H -4.040 1.849 -0.224
H 1.237 3.119 2.721
H -4.060 -0.852 -0.624
H -1.457 -4.608 2.899
H -1.582 -1.103 3.546
H 4.293 -1.993 3.268
H -0.088 2.534 -2.483
H 4.394 3.111 -5.182
H 0.672 -5.783 2.154
H 2.398 0.707 -5.556
H -2.423 2.472 -0.035
H -0.457 -6.457 -0.329
H 7.592 -2.795 2.892
H 5.004 1.489 -5.378
H -2.484 -4.088 1.600
H -0.888 -0.069 6.546
H -1.496 -3.672 -7.114
H 0.535 -5.236 -2.475
H -2.437 4.884 -0.610
H 2.911 1.387 2.113
H 0.845 3.570 -3.581
```

The orbital gap is 0.1347 hartree. The electronic energy is -2244.13273 hartree. For the LUMO energy, the calculation gives -6.33 eV. Its HOMO energy is -9.993 eV. The charge is +1. The energy relative to the best compared isomer or geometry (same formula, charge and spin) is 223.1 kJ/mol.

***

Record 2
DFT (the ωB97M-V functional and the def2-TZVPD basis) results for a structure of composition C27H75Cl6N12O9P3 at a distorted geometry.

Structure (XYZ):
```
132
Properties=species:S:1:pos:R:3
Cl -2.790 -33.517 -20.059
Cl -6.979 -32.495 -20.599
Cl -7.489 -29.588 -14.102
Cl -10.114 -28.672 -12.326
Cl -6.091 -33.627 -17.634
Cl -8.181 -31.770 -15.526
P -8.780 -34.993 -13.196
P -9.602 -27.462 -16.966
P -8.523 -29.229 -21.662
O -7.833 -34.858 -17.391
O -3.912 -31.605 -15.759
O -7.584 -35.075 -12.321
O -5.118 -30.514 -18.644
O -9.787 -28.915 -22.441
O -5.714 -28.435 -18.125
O -8.663 -34.990 -19.425
O -10.578 -27.466 -15.913
O -3.225 -33.496 -16.368
N -8.568 -34.162 -14.758
N -3.589 -32.402 -16.591
N -10.100 -34.137 -12.466
N -7.473 -30.192 -22.558
N -5.010 -29.272 -18.673
N -7.491 -27.918 -21.322
N -8.307 -28.548 -16.660
N -8.759 -25.913 -17.230
N -9.479 -36.431 -13.708
N -8.478 -34.393 -18.296
N -10.218 -27.878 -18.510
N -8.598 -30.066 -20.162
C -9.537 -33.410 -15.468
C -4.465 -33.281 -20.728
C -4.018 -28.679 -19.550
C -7.539 -28.134 -15.419
C -5.363 -32.385 -19.800
C -9.804 -30.339 -12.814
C -7.286 -33.989 -15.280
C -9.252 -27.872 -19.624
C -11.618 -27.684 -18.913
C -9.940 -30.556 -19.680
C -9.078 -30.418 -14.173
C -6.052 -27.875 -20.866
C -6.599 -31.195 -16.208
C -8.089 -26.587 -21.273
C -9.747 -32.784 -12.090
C -6.686 -29.647 -23.680
C -8.716 -37.699 -13.762
C -9.246 -24.717 -16.530
C -7.685 -31.623 -22.740
C -7.368 -25.763 -17.891
C -10.640 -36.500 -14.673
C -6.209 -31.813 -17.609
C -9.108 -33.081 -18.018
C -8.579 -29.989 -16.741
C -3.647 -32.019 -17.956
C -7.396 -30.445 -19.368
C -11.078 -34.760 -11.512
H -9.087 -32.686 -16.148
H -10.660 -29.738 -19.687
H -8.861 -32.433 -18.858
H -8.492 -24.390 -15.815
H -11.060 -35.508 -14.842
H -6.854 -33.062 -14.903
H -9.761 -29.867 -14.821
H -8.716 -32.658 -17.093
H -7.713 -30.593 -16.470
H -7.222 -27.094 -15.504
H -11.421 -37.067 -14.168
H -7.090 -29.618 -18.728
H -8.320 -28.379 -19.375
H -4.403 -32.888 -21.742
H -5.032 -31.351 -19.701
H -8.441 -31.830 -23.497
H -9.317 -23.984 -17.333
H -10.455 -32.271 -11.439
H -6.859 -32.202 -23.153
H -12.287 -27.694 -18.052
H -7.232 -26.307 -18.826
H -9.082 -26.664 -20.832
H -7.811 -37.517 -14.341
H -8.110 -25.991 -22.185
H -10.223 -24.833 -16.060
H -8.401 -38.067 -12.785
H -6.677 -34.821 -14.927
H -7.274 -33.924 -16.368
H -10.378 -31.267 -20.381
H -8.105 -28.324 -14.507
H -4.032 -31.029 -18.201
H -10.079 -30.768 -18.620
H -11.705 -26.724 -19.422
H -3.204 -29.352 -19.816
H -9.220 -30.720 -11.976
H -7.890 -31.937 -21.716
H -8.945 -31.406 -14.616
H -10.173 -33.256 -17.864
H -8.974 -30.152 -17.743
H -7.304 -29.787 -24.567
H -3.465 -28.086 -18.820
H -7.577 -31.328 -18.755
H -9.361 -30.124 -15.993
H -4.445 -28.174 -20.417
H -5.950 -28.156 -19.818
H -4.195 -32.756 -18.543
H -10.708 -30.945 -12.752
H -10.444 -36.808 -15.700
H -11.885 -28.478 -19.610
H -5.493 -26.964 -21.078
H -6.660 -28.777 -15.396
H -10.084 -34.157 -16.042
H -9.544 -28.302 -20.583
H -6.420 -28.591 -23.621
H -7.566 -26.039 -20.488
H -9.557 -32.101 -12.919
H -5.622 -28.723 -21.398
H -10.183 -32.900 -14.753
H -6.978 -31.552 -18.335
H -7.109 -24.742 -18.171
H -11.486 -35.698 -11.887
H -11.855 -34.014 -11.345
H -6.584 -26.258 -17.318
H -5.482 -32.763 -18.784
H -10.639 -35.006 -10.545
H -9.289 -38.461 -14.289
H -4.816 -34.313 -20.749
H -5.798 -31.590 -15.584
H -8.816 -32.788 -11.523
H -2.631 -32.079 -18.348
H -5.804 -30.271 -23.829
H -6.580 -30.717 -20.038
H -5.268 -31.416 -17.990
H -9.008 -26.817 -19.747
H -6.509 -30.110 -16.257
```

The orbital gap is 0.1772 hartree. The electronic energy is -6190.84774 hartree. For the LUMO energy, the calculation gives -2.59 eV. Its HOMO energy is -7.412 eV. The energy relative to the best compared isomer or geometry (same formula, charge and spin) is 5850.2 kJ/mol.

***

Record 3
DFT (the ωB97M-V functional and the def2-TZVPD basis) results for a cluster of 10 separate species, C27H75ClNO15P2 in total at a distorted geometry.

Structure (XYZ):
```
121
Properties=species:S:1:pos:R:3
Cl 0.000 2.030 3.924
P 2.014 2.335 3.315
P -1.239 -0.233 0.934
O -2.221 1.087 1.146
O -1.369 -0.882 -0.417
O -8.983 0.889 4.309
O 2.299 3.958 3.625
O 7.096 -3.627 -1.219
O -5.439 -0.236 -0.857
O 3.575 -5.212 1.557
O -0.377 3.183 -1.734
O 5.022 -2.655 -5.171
O 0.762 1.592 0.991
O -3.383 2.190 4.579
O -1.662 -1.344 2.126
O 1.229 -1.204 -3.297
O -5.394 -0.844 -4.392
O 3.461 5.417 1.108
N 2.887 -0.352 0.849
C 3.679 -2.182 -5.066
C 2.053 2.036 1.415
C -5.997 0.234 -5.099
C 3.734 -6.253 3.739
C 0.541 0.214 1.243
C 4.678 3.919 -0.340
C 3.861 -1.120 -0.028
C 3.219 -5.077 2.933
C -5.764 1.784 0.434
C 2.288 3.390 0.636
C -6.977 -0.445 4.137
C -6.092 0.310 0.287
C -4.109 2.713 5.692
C 3.252 1.091 1.029
C 4.737 -2.134 0.765
C -3.846 4.197 5.854
C 3.703 4.017 0.879
C 7.067 -4.973 -0.737
C 7.589 -5.930 -1.790
C -0.135 -1.655 -3.273
C -1.156 4.255 -2.266
C 2.990 -2.232 -6.415
C -8.212 0.079 3.429
C 1.521 -0.578 0.295
C -1.644 5.163 -1.154
C -5.795 1.541 -4.355
C -0.726 -1.667 -4.669
H 3.182 -6.028 1.235
H 5.716 3.815 0.064
H -2.260 4.606 -0.443
H 1.960 -1.878 -6.341
H 3.316 -7.190 3.364
H 2.128 -5.002 3.010
H -1.760 -2.014 -4.653
H -2.938 0.833 1.750
H -0.704 -0.997 -2.615
H 6.038 -5.227 -0.457
H -0.938 2.689 -1.128
H 4.688 4.875 -0.906
H 6.982 -5.874 -2.698
H -0.146 -2.319 -5.325
H -6.353 0.382 4.489
H 1.573 4.465 3.229
H -0.700 -0.666 -5.108
H -0.975 -1.294 2.805
H -5.808 -0.890 -3.524
H -4.491 -0.120 -0.736
H 4.819 -6.329 3.652
H -0.799 5.572 -0.595
H 7.687 -5.016 0.159
H 2.897 -0.797 1.774
H 3.655 -4.145 3.298
H -0.525 4.808 -2.961
H 3.471 -6.151 4.793
H 3.270 -1.685 -0.781
H -6.249 2.375 -4.897
H 3.159 -2.815 -4.348
H -5.774 -0.250 1.175
H 4.121 3.614 1.829
H 6.543 -3.589 -2.006
H -4.685 1.928 0.541
H 3.696 -1.160 -4.674
H 5.483 -2.090 -5.797
H 4.239 5.815 1.508
H -6.238 1.489 -3.357
H 2.984 -3.252 -6.803
H -0.143 -2.658 -2.846
H -7.165 0.170 0.159
H 1.230 -0.314 -3.663
H 4.534 -0.458 -0.605
H 7.577 -6.958 -1.425
H -5.536 0.282 -6.086
H 5.261 -2.765 -0.007
H 0.813 -0.019 2.309
H -7.259 -1.028 5.015
H 4.082 -2.819 1.339
H 3.521 -1.614 -7.144
H -2.234 5.990 -1.554
H -4.405 4.604 6.698
H -8.841 -0.747 3.098
H -5.168 2.529 5.511
H -6.263 2.213 1.306
H -4.730 1.745 -4.223
H -4.134 4.736 4.949
H -1.999 3.836 -2.823
H 3.762 1.437 0.113
H 5.547 -1.670 1.365
H -2.448 2.342 4.744
H 1.400 -0.284 -0.765
H -6.380 -1.074 3.473
H -8.430 1.622 4.592
H 4.505 3.050 -1.007
H -2.781 4.386 6.015
H 8.610 -5.668 -2.071
H -3.815 2.166 6.594
H 1.285 -1.658 0.379
H 3.974 1.125 1.881
H -6.072 2.336 -0.455
H 1.444 4.094 0.775
H 2.252 3.096 -0.443
H -7.933 0.674 2.552
H -7.063 0.022 -5.226
```

The orbital gap is 0.3103 hartree. The electronic energy is -3399.73726 hartree. For the LUMO energy, the calculation gives -2.91 eV. Its HOMO energy is -11.359 eV. The charge is +1.

***

Record 4
DFT (the ωB97M-V functional and the def2-TZVPD basis) results for a cluster of 7 separate species, C27H75N6O9 in total at a distorted geometry.

Structure (XYZ):
```
117
Properties=species:S:1:pos:R:3
O 35.433 8.510 7.037
O 35.180 14.024 8.294
O 22.750 12.542 5.177
O 34.897 7.976 3.950
O 26.936 10.642 3.636
O 31.924 11.016 9.350
O 30.441 11.225 2.533
O 35.056 14.450 4.931
O 38.906 6.837 8.639
N 33.835 9.241 10.436
N 33.129 9.642 2.090
N 36.794 9.158 9.679
N 36.912 12.552 6.448
N 30.751 9.133 11.406
N 25.674 13.199 4.667
C 36.678 12.547 4.993
C 40.229 7.064 8.222
C 27.107 12.974 4.540
C 33.818 15.090 4.609
C 34.517 9.622 6.928
C 21.385 12.616 5.569
C 37.172 13.897 6.953
C 27.286 9.312 3.832
C 36.604 14.033 8.322
C 30.937 10.075 3.291
C 32.480 10.229 3.316
C 23.692 13.183 6.040
C 31.143 11.044 6.911
C 37.026 7.712 9.917
C 34.573 6.581 4.213
C 27.551 11.483 4.609
C 37.292 9.548 8.401
C 38.545 7.284 9.953
C 35.302 8.379 2.654
C 36.830 8.870 7.098
C 34.581 9.692 2.217
C 34.581 13.282 9.313
C 35.250 13.055 4.574
C 30.313 12.645 8.699
C 25.108 12.668 5.867
C 29.525 10.816 1.498
C 30.870 11.236 8.435
H 21.322 12.193 6.574
H 34.648 12.201 9.168
H 34.518 9.994 5.902
H 36.388 8.261 2.683
H 37.296 13.203 4.379
H 34.902 10.358 3.022
H 33.476 8.295 10.470
H 28.306 9.245 3.444
H 29.786 8.822 11.348
H 34.632 9.255 9.801
H 27.298 9.158 4.914
H 34.538 6.050 3.263
H 32.030 11.508 6.473
H 30.579 10.074 4.322
H 27.496 13.335 3.586
H 31.235 9.526 12.204
H 31.200 9.995 6.617
H 37.479 8.000 6.998
H 32.696 10.060 1.280
H 34.917 13.744 10.243
H 38.263 13.932 6.947
H 32.760 9.685 4.219
H 36.543 7.409 10.848
H 40.503 6.755 7.214
H 35.437 6.298 4.816
H 33.510 9.281 7.166
H 33.037 14.326 4.631
H 33.493 13.360 9.280
H 30.894 9.815 10.650
H 36.486 7.143 9.159
H 38.629 6.416 10.608
H 31.176 13.312 8.689
H 33.868 15.502 3.601
H 28.468 10.689 1.739
H 33.677 6.532 4.829
H 27.159 11.206 5.591
H 37.566 9.556 10.203
H 34.946 12.853 3.546
H 29.748 9.806 1.148
H 25.098 12.922 3.885
H 33.562 15.757 5.430
H 25.487 12.898 6.863
H 40.371 8.148 8.156
H 40.978 6.732 8.943
H 36.893 13.133 8.874
H 34.185 9.524 11.344
H 37.125 9.518 6.270
H 36.919 14.889 8.921
H 32.787 11.273 3.389
H 26.643 8.584 3.339
H 35.941 12.508 6.746
H 39.200 8.087 10.298
H 29.513 12.959 8.027
H 29.884 12.832 9.686
H 23.528 14.261 6.012
H 21.134 13.677 5.648
H 36.739 14.755 6.436
H 27.595 13.577 5.306
H 20.602 12.136 4.985
H 35.074 7.622 1.897
H 34.739 10.456 7.598
H 30.381 11.581 6.344
H 25.021 11.592 5.691
H 33.103 9.887 10.116
H 30.110 10.466 8.612
H 34.898 9.915 1.198
H 38.384 9.580 8.361
H 28.642 11.447 4.620
H 37.074 10.613 8.284
H 23.519 12.826 7.060
H 36.706 11.513 4.647
H 34.589 12.500 5.248
H 29.513 11.455 0.615
H 30.607 9.096 2.941
H 31.193 8.279 11.082
```

The orbital gap is 0.2078 hartree. The electronic energy is -2078.77269 hartree. For the LUMO energy, the calculation gives -4.06 eV. Its HOMO energy is -9.718 eV. The charge is +1.